No. 1
{"formula": "C45H66N7O4RbSi", "method": "ωB97M-V with the def2-TZVPD basis set", "symbols": ["Rb", "C", "N", "C", "C", "C", "C", "C", "C", "N", "C", "C", "C", "C", "C", "C", "N", "C", "C", "C", "C", "C", "N", "H", "H", "H", "H", "H", "H", "H", "H", "H", "H", "H", "H", "H", "H", "H", "H", "H", "H", "O", "H", "H", "O", "H", "H", "O", "H", "H", "N", "C", "C", "C", "C", "C", "C", "N", "C", "C", "C", "C", "N", "C", "C", "H", "H", "H", "H", "H", "H", "H", "H", "H", "C", "C", "C", "C", "Si", "C", "C", "C", "C", "C", "C", "C", "C", "H", "H", "H", "H", "H", "H", "H", "H", "H", "H", "H", "H", "H", "H", "H", "H", "H", "H", "H", "H", "H", "H", "H", "H", "H", "H", "H", "C", "O", "C", "C", "H", "H", "H", "H", "H", "H"], "positions_angstrom": [[9.45, -18.87, 15.02], [10.85, -21.22, 18.01], [9.88, -20.05, 18.03], [8.61, -20.54, 18.64], [7.41, -19.80, 18.16], [6.15, -20.16, 18.71], [4.99, -19.67, 18.12], [5.05, -18.79, 17.06], [6.32, -18.30, 16.68], [7.44, -18.78, 17.26], [10.45, -18.88, 18.69], [11.76, -18.50, 18.11], [12.72, -18.23, 19.06], [14.00, -17.86, 18.64], [14.26, -17.88, 17.27], [13.18, -18.19, 16.28], [11.91, -18.58, 16.80], [10.32, -22.32, 17.15], [10.40, -23.66, 17.50], [9.87, -24.65, 16.64], [9.29, -24.20, 15.45], [9.25, -22.84, 15.19], [9.73, -21.89, 16.01], [11.03, -21.58, 19.02], [11.82, -20.83, 17.63], [8.62, -20.46, 19.73], [8.49, -21.65, 18.41], [6.17, -20.87, 19.51], [4.02, -19.93, 18.54], [4.15, -18.38, 16.58], [6.44, -17.47, 15.95], [10.56, -18.86, 19.79], [9.81, -17.99, 18.47], [12.38, -18.29, 20.12], [14.80, -17.58, 19.35], [15.22, -17.59, 16.81], [13.45, -19.02, 15.60], [10.88, -24.01, 18.41], [9.92, -25.69, 16.92], [8.79, -24.85, 14.73], [8.87, -22.51, 14.25], [7.11, -7.95, 22.82], [6.55, -8.65, 22.49], [6.63, -7.64, 23.60], [7.89, -17.37, 13.22], [7.55, -16.52, 12.88], [7.39, -18.08, 12.79], [7.30, -20.23, 12.70], [7.82, -20.51, 11.91], [6.51, -20.76, 12.61], [13.87, -19.88, 7.96], [14.74, -20.22, 6.93], [16.12, -20.06, 6.75], [16.59, -20.48, 5.47], [15.80, -21.25, 4.66], [14.46, -21.50, 4.88], [13.93, -20.96, 6.01], [12.65, -21.14, 6.56], [12.65, -20.51, 7.71], [11.54, -20.52, 8.63], [11.72, -20.11, 10.05], [10.67, -20.20, 10.93], [9.50, -20.76, 10.63], [9.36, -21.26, 9.39], [10.29, -21.14, 8.38], [14.24, -19.30, 8.70], [16.78, -19.64, 7.51], [17.64, -20.32, 5.22], [16.24, -21.56, 3.70], [13.85, -22.14, 4.27], [12.60, -19.51, 10.36], [10.64, -19.81, 11.91], [8.48, -21.82, 9.07], [9.95, -21.54, 7.42], [2.51, -13.19, 11.19], [2.51, -13.69, 12.62], [2.77, -15.28, 12.53], [1.10, -13.44, 13.31], [3.83, -12.77, 13.91], [5.03, -11.42, 13.18], [5.94, -12.33, 12.28], [4.09, -10.36, 12.53], [5.91, -10.79, 14.36], [4.48, -13.69, 15.57], [3.35, -14.53, 16.16], [5.65, -14.59, 15.12], [4.89, -12.69, 16.68], [1.74, -13.80, 10.60], [3.47, -13.29, 10.62], [2.19, -12.14, 11.07], [2.04, -15.80, 11.86], [2.89, -15.76, 13.56], [3.74, -15.32, 12.06], [1.07, -13.83, 14.34], [0.26, -13.92, 12.74], [0.92, -12.34, 13.39], [5.49, -13.28, 11.86], [6.71, -12.74, 12.95], [6.36, -11.76, 11.47], [4.12, -10.44, 11.40], [4.50, -9.35, 12.85], [3.05, -10.37, 12.89], [6.66, -11.49, 14.65], [5.29, -10.47, 15.19], [6.42, -9.96, 13.85], [2.91, -15.23, 15.40], [2.52, -13.94, 16.53], [3.69, -15.18, 16.97], [5.39, -15.25, 14.24], [6.09, -15.16, 15.96], [6.50, -13.92, 14.80], [4.15, -11.93, 16.70], [5.85, -12.31, 16.61], [4.80, -13.18, 17.67], [11.87, -16.37, 13.25], [11.95, -17.17, 14.48], [12.94, -17.01, 15.39], [13.81, -15.88, 15.43], [12.01, -17.03, 12.39], [12.66, -15.65, 13.23], [10.87, -15.86, 13.20], [13.57, -15.04, 14.77], [14.84, -16.20, 15.21], [13.83, -15.54, 16.49]], "e_above_lowest_kj_mol": 0.0, "total_charge": -2, "fmax_ev_per_a": 4.05, "lumo_ev": [2.93, 2.93], "gap_ha": [0.0896, 0.0896]}

No. 2
{"formula": "C45H71B2N9O6Sb", "method": "ωB97M-V with the def2-TZVPD basis set", "symbols": ["C", "O", "C", "C", "C", "C", "C", "C", "Sb", "C", "O", "C", "B", "O", "O", "B", "O", "O", "H", "H", "H", "H", "H", "H", "H", "H", "H", "H", "H", "H", "H", "H", "H", "H", "H", "H", "H", "H", "H", "H", "H", "H", "H", "H", "N", "C", "C", "C", "C", "H", "H", "H", "H", "H", "N", "C", "C", "C", "C", "H", "H", "H", "H", "H", "N", "C", "C", "C", "C", "H", "H", "H", "H", "H", "N", "C", "C", "C", "C", "H", "H", "H", "H", "H", "N", "C", "C", "C", "C", "H", "H", "H", "H", "H", "N", "C", "C", "C", "C", "H", "H", "H", "H", "H", "N", "C", "C", "C", "C", "H", "H", "H", "H", "H", "N", "C", "C", "C", "C", "H", "H", "H", "H", "H", "N", "C", "C", "C", "C", "H", "H", "H", "H", "H"], "positions_angstrom": [[7.03, -0.20, -1.23], [6.93, 1.19, -0.98], [6.08, 1.51, 0.12], [4.63, 1.77, -0.30], [3.98, 2.95, 0.42], [2.82, 3.56, -0.37], [1.79, 2.53, -0.84], [0.42, 3.09, -1.16], [-1.06, 1.49, -1.67], [-1.37, 1.16, 0.54], [-1.82, -0.17, 0.80], [-1.35, -0.74, 1.99], [0.54, -0.20, -1.74], [1.08, -0.76, -0.58], [0.97, -0.73, -2.96], [-2.60, -0.19, -2.23], [-2.28, -1.53, -2.06], [-3.87, 0.07, -2.79], [7.86, -0.65, -0.67], [6.11, -0.72, -0.98], [7.22, -0.33, -2.30], [6.13, 0.69, 0.85], [6.51, 2.39, 0.59], [4.03, 0.87, -0.13], [4.63, 1.94, -1.39], [3.59, 2.61, 1.39], [4.74, 3.71, 0.65], [2.31, 4.30, 0.27], [3.22, 4.11, -1.23], [1.70, 1.76, -0.07], [2.19, 2.03, -1.74], [0.46, 3.81, -1.98], [0.01, 3.61, -0.29], [-2.35, 2.76, -1.62], [-0.86, 1.87, -3.45], [-0.43, 1.36, 1.07], [-2.13, 1.88, 0.88], [-1.22, 0.02, 2.78], [-0.38, -1.24, 1.84], [-2.08, -1.48, 2.33], [1.12, -1.73, -0.66], [1.86, -1.09, -2.87], [-2.22, -2.01, -2.89], [-3.81, 0.46, -3.67], [7.05, -4.16, 0.72], [7.76, -3.10, 1.22], [9.08, -3.30, 0.93], [9.18, -4.54, 0.23], [7.91, -5.04, 0.12], [6.06, -4.27, 0.79], [7.26, -2.29, 1.72], [9.89, -2.64, 1.19], [10.07, -5.02, -0.13], [7.54, -5.95, -0.34], [-0.32, 2.26, -6.28], [0.07, 3.17, -7.21], [1.42, 3.06, -7.37], [1.86, 2.04, -6.48], [0.75, 1.56, -5.83], [-1.25, 2.13, -5.93], [-0.65, 3.83, -7.68], [2.03, 3.66, -8.03], [2.87, 1.70, -6.32], [0.63, 0.80, -5.07], [-6.63, -1.03, -2.54], [-7.35, -0.97, -1.39], [-8.68, -0.97, -1.71], [-8.76, -1.04, -3.13], [-7.47, -1.07, -3.60], [-5.62, -1.01, -2.56], [-6.84, -0.93, -0.44], [-9.51, -0.92, -1.02], [-9.65, -1.05, -3.73], [-7.09, -1.12, -4.61], [-8.12, -1.96, 2.10], [-6.82, -1.78, 2.48], [-6.80, -1.60, 3.83], [-8.15, -1.69, 4.29], [-8.94, -1.91, 3.19], [-8.42, -2.11, 1.15], [-6.02, -1.78, 1.75], [-5.92, -1.43, 4.43], [-8.48, -1.59, 5.31], [-10.00, -2.04, 3.10], [3.09, 0.57, -9.21], [2.40, 0.42, -10.38], [3.01, -0.57, -11.11], [4.13, -1.02, -10.35], [4.14, -0.30, -9.18], [2.85, 1.22, -8.48], [1.53, 1.01, -10.58], [2.70, -0.92, -12.08], [4.83, -1.79, -10.62], [4.81, -0.34, -8.34], [-4.91, 1.50, 4.50], [-3.61, 1.69, 4.87], [-3.58, 1.86, 6.23], [-4.92, 1.77, 6.70], [-5.72, 1.55, 5.61], [-5.23, 1.34, 3.56], [-2.82, 1.68, 4.14], [-2.70, 2.04, 6.83], [-5.26, 1.87, 7.72], [-6.79, 1.41, 5.52], [-5.29, 4.95, 5.42], [-6.13, 5.93, 5.88], [-5.54, 7.14, 5.63], [-4.30, 6.88, 4.99], [-4.18, 5.52, 4.87], [-5.48, 3.96, 5.48], [-7.07, 5.68, 6.35], [-5.95, 8.10, 5.88], [-3.58, 7.60, 4.65], [-3.40, 4.91, 4.45], [12.58, -4.29, -1.20], [13.28, -4.50, -2.36], [14.46, -5.11, -2.03], [14.48, -5.27, -0.62], [13.31, -4.75, -0.13], [11.68, -3.86, -1.13], [12.87, -4.21, -3.31], [15.23, -5.40, -2.73], [15.27, -5.71, -0.03], [12.93, -4.68, 0.87], [-7.94, -2.01, 9.08], [-7.30, -2.05, 7.87], [-7.23, -3.36, 7.48], [-7.85, -4.14, 8.50], [-8.28, -3.27, 9.47], [-8.13, -1.17, 9.60], [-6.96, -1.15, 7.39], [-6.79, -3.72, 6.57], [-7.97, -5.21, 8.51], [-8.79, -3.45, 10.40]], "e_above_lowest_kj_mol": 0.0, "total_charge": -1, "fmax_ev_per_a": 0.82, "lumo_ev": 1.71, "gap_ha": 0.1977}